Record 1
Molecular formula: C37H51BCaClN2O2P2Se
Method: DFT, the ωB97M-V functional and the def2-TZVPD basis

```
98
Properties=species:S:1:pos:R:3:forces:R:3:lowdin_charge:R:1
Ca 13.619 17.192 8.476 0.409 0.216 0.010 0.66
C 13.513 15.439 12.451 0.881 0.221 -0.702 -0.27
P 14.543 15.403 10.862 -0.453 0.876 1.284 0.97
C 14.675 13.598 10.663 0.301 -0.167 -1.115 -0.42
N 15.129 12.854 11.617 0.250 -0.182 0.841 0.14
C 15.223 11.498 11.464 -0.355 1.907 0.491 -0.20
C 15.730 10.717 12.525 -0.421 0.413 -0.762 -0.02
C 15.588 9.386 12.433 0.912 -0.828 0.058 -0.09
C 14.945 8.818 11.309 0.464 1.043 0.081 -0.07
C 14.547 9.579 10.245 0.791 -0.287 1.721 0.00
C 14.710 10.966 10.293 -0.050 -0.486 -0.333 -0.22
N 14.376 11.740 9.227 -0.172 -0.511 -0.218 0.14
C 14.390 13.031 9.359 -0.241 -0.271 -0.061 -0.38
P 13.958 14.083 7.884 -0.382 0.516 -0.499 0.98
C 12.167 13.704 7.723 0.362 -0.171 -0.221 -0.28
C 14.589 13.310 6.265 0.205 1.084 1.299 -0.72
C 13.929 12.057 5.822 -1.628 -2.051 0.912 -0.13
C 16.101 13.203 6.461 -0.051 1.546 1.147 -0.09
C 14.288 14.402 5.251 0.902 0.826 0.453 -0.15
C 16.284 15.776 11.463 -0.167 -0.543 -0.623 -0.72
C 16.610 15.301 12.860 -0.368 1.301 0.923 -0.12
C 16.517 17.294 11.462 -1.748 0.138 1.022 -0.10
C 17.264 15.054 10.506 -0.936 0.768 -0.638 -0.08
H 13.889 14.704 13.170 -0.211 0.118 -0.120 0.03
H 12.481 15.285 12.175 -0.331 -0.317 -0.035 0.02
H 13.543 16.452 12.860 0.194 -0.064 0.023 0.00
H 16.234 11.127 13.369 0.166 0.674 0.313 0.11
H 16.187 8.838 13.164 -0.816 -0.530 -0.159 0.11
H 14.857 7.781 11.227 -0.159 -1.555 0.011 0.08
H 14.181 9.063 9.428 -0.867 -0.514 -1.793 0.09
H 11.995 12.620 7.679 -0.225 0.367 0.398 0.04
H 11.812 14.175 6.812 0.160 0.005 -0.318 0.00
H 11.641 14.258 8.483 -0.411 -0.306 0.652 0.03
H 13.954 11.279 6.643 0.548 0.433 -1.108 0.08
H 14.393 11.749 4.884 0.114 -0.448 0.092 0.08
H 12.816 12.091 5.612 1.181 0.652 0.100 0.09
H 16.421 12.635 7.334 -0.245 -0.209 0.133 0.07
H 16.494 14.254 6.604 -0.360 -1.335 -0.316 0.07
H 16.555 12.748 5.625 0.650 -0.436 -1.246 0.06
H 13.239 14.462 5.085 -0.833 -0.349 -0.940 0.03
H 14.944 14.304 4.371 -0.581 -0.142 -0.017 0.10
H 14.446 15.398 5.663 0.594 0.010 -0.003 0.01
H 15.987 15.867 13.623 0.839 -0.636 -0.738 0.10
H 17.666 15.627 12.945 -0.347 -0.559 0.637 0.09
H 16.459 14.241 12.997 0.208 -0.194 0.067 0.05
H 15.645 17.741 12.065 1.495 -0.226 -0.680 0.09
H 16.506 17.752 10.493 -0.109 0.054 -0.578 0.04
H 17.489 17.504 11.919 -0.163 0.093 0.161 0.08
H 17.397 14.006 10.723 0.198 -0.251 0.452 0.07
H 18.168 15.634 10.631 0.672 -0.285 -0.440 0.08
H 16.910 15.078 9.452 0.376 0.347 0.432 0.08
Cl 12.295 16.898 6.268 -0.313 0.148 0.109 -0.26
C 22.338 15.706 9.527 -0.147 -1.314 -0.926 -0.06
C 22.199 16.122 7.998 0.673 -0.668 1.394 -0.52
C 23.065 15.118 7.219 -1.007 1.890 -0.646 -0.07
C 22.888 17.497 7.986 -0.778 -0.096 -0.229 -0.06
C 20.739 16.202 7.515 0.448 -0.979 -0.357 -0.17
C 20.285 15.479 6.384 -0.142 0.573 -0.025 -0.04
C 18.948 15.471 5.939 -0.231 0.646 1.553 0.03
C 18.088 16.152 6.811 0.322 -0.075 -1.514 -0.24
O 16.744 16.344 6.699 0.029 -0.667 -0.961 0.03
B 16.297 17.192 7.715 -0.588 0.391 0.719 -0.44
O 17.511 17.556 8.401 -1.134 1.044 1.104 0.05
C 18.529 16.913 7.869 1.083 -0.288 -0.035 -0.27
C 19.847 16.950 8.264 -0.604 -1.365 -1.792 0.06
H 23.379 15.422 9.802 -0.471 0.381 -0.460 0.08
H 21.738 14.805 9.751 0.020 0.462 -0.039 0.09
H 22.059 16.516 10.166 -0.419 0.414 0.540 0.05
H 24.003 15.107 7.718 1.058 -0.113 -0.033 0.06
H 23.108 15.537 6.208 0.576 -0.397 -0.065 0.09
H 22.668 14.138 7.165 -0.526 -1.006 0.091 0.07
H 23.923 17.404 8.317 0.092 0.087 -0.361 0.08
H 22.375 18.076 8.746 -0.018 0.486 -0.006 0.07
H 22.752 18.011 7.026 0.418 -0.102 0.135 0.09
H 21.013 14.972 5.795 0.400 -0.419 -0.346 0.08
H 18.548 14.998 5.036 0.461 0.023 0.401 0.12
H 20.185 17.408 9.117 0.447 1.386 1.908 0.10
C 10.971 21.821 5.794 1.057 -1.568 0.733 -0.04
C 11.430 21.003 7.004 1.796 1.101 -0.661 -0.27
C 10.528 20.341 7.767 -3.045 0.102 -1.581 -0.08
C 10.813 19.599 8.854 0.449 -1.109 2.622 -0.35
C 9.665 18.889 9.515 -1.322 -1.970 -0.491 -0.10
C 12.130 19.534 9.401 0.340 1.469 -1.687 -0.68
Se 12.636 18.575 10.956 -0.056 -0.375 -0.003 0.51
C 13.109 20.276 8.645 0.661 0.069 0.051 -0.31
C 14.582 20.406 9.128 0.144 -0.030 -0.998 -0.10
C 12.770 20.922 7.428 0.214 -0.175 0.029 -0.02
H 10.634 21.137 5.032 -0.213 -0.140 -0.466 0.07
H 11.783 22.399 5.417 0.699 0.405 -0.428 0.06
H 10.195 22.490 6.040 -1.047 0.682 0.413 0.06
H 9.445 20.320 7.399 1.430 0.172 0.613 0.15
H 8.673 19.445 9.430 1.356 -0.629 0.065 0.09
H 9.834 18.567 10.556 0.119 0.621 -0.333 0.02
H 9.522 17.857 8.987 0.077 1.670 0.611 0.11
H 15.270 20.978 8.433 -1.190 -0.185 0.622 0.09
H 15.089 19.450 9.149 0.010 -0.608 0.063 0.00
H 14.703 20.760 10.152 -0.380 0.269 -0.054 0.06
H 13.621 21.290 6.799 -0.985 0.033 0.670 0.12
```
Positions in Å, forces in eV/Å.

Calculated values
highest occupied orbital energy: -4.38 eV
M: 783.08 g/mol
maximum force: 3.43 eV Å⁻¹
LUMO energy: 1.45 eV
relative energy (zero: lowest compared OMol25 entry of this formula, charge and spin): 35.3 kJ/mol
net charge: -1

=====

Record 2
Molecular formula: C4H11CoO3
Method: DFT, the ωB97M-V functional and the def2-TZVPD basis

```
19
Properties=species:S:1:pos:R:3:forces:R:3:lowdin_charge:R:1
O 0.000 0.725 1.050 0.418 1.139 -1.496 -0.17
Co -1.285 -0.434 1.817 -0.556 -0.844 1.254 0.93
H 2.353 -0.341 1.737 0.805 0.154 -1.837 0.11
C -0.290 0.989 -0.309 0.077 -0.449 -0.762 -0.19
C -1.037 -0.173 -0.944 0.230 -0.294 -0.489 -0.17
O -2.069 -0.560 -0.032 0.404 0.664 0.065 -0.39
C -2.968 -1.528 -0.544 -0.831 -0.865 -0.364 -0.05
H 0.598 1.196 -0.936 0.007 0.082 0.738 0.15
H -0.923 1.895 -0.391 0.229 -0.046 0.565 0.17
H -0.370 -1.037 -1.103 -0.128 0.291 -0.010 0.15
H -1.488 0.114 -1.906 0.185 0.002 0.287 0.15
H -3.665 -1.789 0.261 0.182 0.083 -0.240 0.10
H -3.524 -1.108 -1.395 0.178 -0.060 0.288 0.11
H -2.424 -2.428 -0.869 -0.119 0.266 0.125 0.11
O 2.647 -0.222 0.782 -1.670 -0.622 1.615 -0.13
C 3.438 0.936 0.708 0.766 1.029 0.335 -0.16
H 4.476 0.674 0.955 -0.121 0.198 -0.124 0.09
H 3.425 1.381 -0.303 -0.154 -0.477 0.345 0.09
H 3.105 1.711 1.422 0.099 -0.253 -0.296 0.09
```
Positions in Å, forces in eV/Å.

Calculated values
highest occupied orbital energy (alpha / beta): -11.48 / -13.69 eV
M: 166.06 g/mol
maximum force: 2.41 eV Å⁻¹
⟨S²⟩: 8.761
LUMO energy (alpha / beta): -3.19 / -7.95 eV
spin multiplicity: 6
net charge: +1

=====

Record 3
Molecular formula: C11H14O4
Method: DFT, the ωB97M-V functional and the def2-TZVPD basis

```
29
Properties=species:S:1:pos:R:3:forces:R:3:lowdin_charge:R:1
C -2.950 -0.645 -0.642 -0.443 -0.377 0.962 -0.45
C -4.735 2.638 1.494 -2.232 1.387 0.491 0.05
C 0.898 -1.707 -0.155 2.022 -0.851 -1.882 -0.10
C -0.283 -1.793 0.418 -0.361 0.017 0.225 -0.06
C -4.121 1.584 1.063 1.161 -0.611 0.030 -0.13
C -1.632 -3.669 0.831 0.007 0.608 -2.632 -0.20
C -4.416 -0.027 -0.742 1.820 -3.113 -1.239 0.08
C 1.255 0.849 -1.042 -1.589 0.411 1.764 -0.11
C 2.156 -1.026 0.369 -3.031 -1.920 1.839 -0.23
C 2.413 0.145 -0.448 1.838 0.425 -0.763 -0.31
C -1.543 -2.482 -0.145 1.129 1.415 2.373 -0.25
O -2.191 -0.370 -1.522 0.180 0.592 -0.610 0.10
O -1.194 -4.731 0.526 0.087 -1.030 0.686 0.10
O -4.789 0.928 -0.052 0.297 2.087 1.980 -0.03
O -2.652 -1.689 0.226 -2.461 1.940 -0.081 -0.03
H -4.600 3.199 2.416 0.902 -0.255 -0.282 0.08
H -5.654 2.953 0.991 0.252 -0.246 -0.032 0.09
H 1.133 -2.043 -1.215 -1.062 -0.024 1.150 0.15
H -0.406 -1.387 1.445 0.008 -0.304 -0.664 0.14
H -3.159 1.254 1.504 -0.764 -0.614 -0.866 0.14
H -2.092 -3.349 1.763 -0.137 -0.321 0.738 0.13
H 0.521 1.183 -0.250 0.695 -0.065 -0.844 0.10
H 1.677 1.679 -1.555 -0.260 0.887 -0.733 0.07
H 0.706 0.167 -1.676 -0.167 0.225 -0.454 0.06
H 1.926 -0.854 1.408 -0.182 0.972 0.648 0.11
H 3.000 -1.661 0.498 0.749 -0.894 -0.640 0.11
H 3.039 0.764 0.194 0.312 0.558 -0.665 0.12
H 2.945 -0.223 -1.339 0.635 0.319 0.349 0.12
H -1.586 -2.499 -1.207 0.593 -1.217 -0.847 0.15
```
Positions in Å, forces in eV/Å.

Calculated values
highest occupied orbital energy: -8.84 eV
M: 210.23 g/mol
maximum force: 4.03 eV Å⁻¹
LUMO energy: 0.23 eV
relative energy (zero: lowest compared OMol25 entry of this formula, charge and spin): 200.0 kJ/mol

=====

Record 4
Molecular formula: C4H13NO3
Method: DFT, the ωB97M-V functional and the def2-TZVPD basis

```
21
Properties=species:S:1:pos:R:3:forces:R:3:lowdin_charge:R:1
C 0.006 1.689 3.020 1.132 -0.994 1.422 0.00
C 0.261 0.370 2.218 -1.991 1.315 -1.630 -0.35
C 0.333 0.747 0.736 -0.304 -0.117 -0.306 -0.08
C 0.180 -0.432 -0.212 -0.489 -0.739 0.179 -0.21
O 0.046 -0.391 -1.391 0.395 0.422 0.094 0.14
N -0.904 -0.492 2.432 3.155 -1.506 1.121 0.30
H -0.690 2.400 2.581 0.288 -0.126 -0.263 0.10
H 1.020 2.043 3.243 -0.518 0.652 -0.306 0.11
H -0.373 1.352 3.987 -0.148 0.339 0.101 0.09
H 1.171 -0.099 2.619 -0.186 -0.274 0.287 0.19
H 1.192 1.386 0.439 -0.647 -0.332 0.375 0.17
H -0.632 1.252 0.529 0.634 0.351 -0.030 0.15
H -0.001 -1.420 0.301 0.401 -0.019 -0.084 0.14
H -0.950 -1.315 1.819 -1.012 0.444 -0.644 0.13
H -0.874 -0.879 3.392 -0.740 0.656 -0.143 0.17
H -1.530 -0.238 -4.747 -0.615 0.083 -0.433 0.02
H -0.308 -1.043 -4.727 -0.813 -0.813 -0.947 -0.02
O -1.146 -0.965 -5.252 0.744 0.680 1.017 -0.08
H 1.491 -0.936 -4.183 0.382 -0.219 -0.180 0.07
H 0.700 -1.338 -2.977 0.001 -0.391 -0.155 0.01
O 1.007 -1.691 -3.827 0.329 0.588 0.523 -0.04
```
Positions in Å, forces in eV/Å.

Calculated values
highest occupied orbital energy (alpha / beta): -12.59 / -12.58 eV
M: 123.15 g/mol
maximum force: 3.67 eV Å⁻¹
⟨S²⟩: 0.756
LUMO energy (alpha / beta): -4.10 / -9.90 eV
spin multiplicity: 2
relative energy (zero: lowest compared OMol25 entry of this formula, charge and spin): 284.0 kJ/mol
net charge: +1

=====

Record 5
Molecular formula: C5H7NO
Method: DFT, the ωB97M-V functional and the def2-TZVPD basis

```
14
Properties=species:S:1:pos:R:3:forces:R:3:lowdin_charge:R:1
C -1.848 0.174 -0.150 -0.003 -0.134 0.158 -0.12
C -0.589 -0.611 0.292 0.296 -0.069 0.131 -0.14
C 0.829 -0.100 -0.142 -0.496 0.187 0.016 -0.40
C 2.102 -0.047 0.631 -0.153 0.135 0.177 -0.07
O 1.889 -1.017 -0.377 -0.350 -0.131 -0.141 0.00
C 0.583 0.910 -1.164 -0.572 0.772 -0.615 -0.14
N 0.031 1.678 -1.830 0.962 -0.425 0.240 0.18
H -1.887 1.219 0.178 0.208 -0.282 0.014 0.08
H -2.652 -0.368 0.351 -0.207 0.201 -0.079 0.07
H -2.065 0.159 -1.225 0.350 -0.095 0.289 0.07
H -0.641 -0.671 1.383 0.273 -0.136 -0.087 0.11
H -0.723 -1.624 -0.108 0.373 0.106 0.145 0.12
H 2.868 0.705 0.403 -0.417 -0.142 -0.048 0.12
H 2.150 -0.427 1.653 -0.264 0.013 -0.200 0.12
```
Positions in Å, forces in eV/Å.

Calculated values
highest occupied orbital energy: -11.13 eV
M: 97.12 g/mol
maximum force: 1.14 eV Å⁻¹
LUMO energy: 0.84 eV
relative energy (zero: lowest compared OMol25 entry of this formula, charge and spin): 212.0 kJ/mol
SMILES: CC[C@@]1(C#N)CO1

=====

Record 6
Molecular formula: C4H13N3
Method: DFT, the ωB97M-V functional and the def2-TZVPD basis

```
20
Properties=species:S:1:pos:R:3:forces:R:3:lowdin_charge:R:1
C -0.632 -0.683 -0.049 -1.756 1.058 0.627 0.15
C 0.014 0.578 -0.314 -0.311 1.100 -1.298 -0.19
C 0.969 0.233 0.840 -1.813 0.648 -3.115 -0.17
C 1.675 -0.954 0.655 1.870 1.536 0.718 -0.06
N 2.276 -1.272 -0.512 -1.373 -2.190 0.005 0.19
N 0.895 1.305 1.888 0.169 -1.920 -0.057 0.30
N -2.555 0.108 -1.667 -1.343 0.969 -0.398 0.04
H -0.799 -1.479 -0.776 1.099 -0.355 0.282 0.13
H -1.301 -0.685 0.797 -0.112 -0.288 0.159 0.12
H 0.214 0.746 -1.381 1.184 -0.370 0.288 0.14
H -0.663 1.452 -0.221 0.370 -0.413 0.901 0.14
H 2.046 -1.469 1.534 0.157 -0.270 -0.063 0.16
H 1.862 -1.098 -1.427 0.078 1.029 0.232 0.14
H 2.512 -2.266 -0.563 0.571 0.208 0.341 0.15
H 1.594 2.029 1.677 0.158 -0.060 0.050 0.21
H 1.029 0.968 2.850 -0.101 0.248 0.099 0.20
H -0.025 1.728 1.752 -0.078 0.206 0.612 0.17
H -3.169 -0.495 -1.117 -0.098 0.144 0.040 0.05
H -2.846 1.066 -1.421 0.503 -0.200 0.947 0.06
H -3.095 0.188 -2.544 0.825 -1.081 -0.370 0.07
```
Positions in Å, forces in eV/Å.

Calculated values
highest occupied orbital energy: -18.03 eV
M: 103.17 g/mol
maximum force: 3.66 eV Å⁻¹
LUMO energy: -9.22 eV
relative energy (zero: lowest compared OMol25 entry of this formula, charge and spin): 529.6 kJ/mol
net charge: +2

=====

Record 7
Molecular formula: C5H7N3S
Method: DFT, the ωB97M-V functional and the def2-TZVPD basis

```
16
Properties=species:S:1:pos:R:3:forces:R:3:lowdin_charge:R:1
C -2.044 1.566 0.083 0.659 -2.679 0.043 -0.11
C -1.475 -0.485 0.096 1.013 -0.952 -0.713 -0.67
C 0.329 0.727 -0.817 2.341 -1.209 3.046 -0.03
C 1.092 -0.978 -0.379 -2.888 4.319 2.341 -0.48
C 2.008 -0.939 0.866 -4.096 -0.016 -2.276 -0.07
N -3.104 0.831 0.367 0.746 1.972 -0.366 0.01
N -2.740 -0.472 0.324 -0.110 -0.651 0.537 0.01
N -0.908 0.737 -0.078 -1.792 -0.686 -0.180 -0.08
S -0.457 -1.854 -0.324 -0.414 -0.874 0.364 0.98
H -1.899 2.587 0.053 -0.356 1.930 -0.015 0.09
H 0.925 1.586 -0.462 0.214 -0.660 -0.235 0.11
H 0.255 0.746 -1.865 -0.518 -0.134 -1.374 0.08
H 1.581 -1.215 -1.215 1.849 -0.979 -3.349 0.02
H 2.650 -0.195 0.643 2.377 2.562 0.152 0.04
H 2.455 -1.823 1.062 1.727 -3.005 0.125 0.04
H 1.333 -0.822 1.646 -0.752 1.063 1.898 0.06
```
Positions in Å, forces in eV/Å.

Calculated values
highest occupied orbital energy: -8.70 eV
M: 141.20 g/mol
maximum force: 5.70 eV Å⁻¹
LUMO energy: 0.58 eV
relative energy (zero: lowest compared OMol25 entry of this formula, charge and spin): 148.9 kJ/mol

=====

> The lowest maximum force belongs to which entry?

C5H7NO